ORCA calculation (ωB97M-V/def2-TZVPD) on an isolated ion of composition C3H9N4S2 and charge +1.

Last columns: bonded neighbours and bond lengths (Å).
Geometry (Å):
1 S 1.628 -1.836 0.765  N3 2.018, H13 1.300
2 S 2.005 1.378 0.805  C9 1.831, H11 1.433
3 N 0.362 -1.211 -0.678  S1 2.018, N4 1.385, N6 1.415, H12 0.995
4 N -0.978 -1.103 -0.347  N3 1.385, C7 1.420, H15 1.044
5 N -2.396 -0.017 1.298  C7 1.404, H14 0.985, H17 0.995
6 N 0.871 -0.046 -1.299  N3 1.415, C9 1.497, H10 1.087
7 C -1.403 0.083 0.311  N4 1.420, N5 1.404, C8 1.333
8 C -0.633 1.167 0.222  C7 1.333, C9 1.553, H16 1.145
9 C 0.737 1.218 -0.507  S2 1.831, N6 1.497, C8 1.553, H18 1.111
10 H 1.845 -0.367 -1.660  N6 1.087
11 H 2.780 2.431 0.219  S2 1.433
12 H 0.469 -1.907 -1.382  N3 0.995
13 H 2.241 -2.481 -0.182  S1 1.300
14 H -3.277 -0.442 1.178  N5 0.985
15 H -1.441 -1.959 0.031  N4 1.044
16 H -0.847 2.171 0.729  C8 1.145
17 H -2.742 0.829 1.690  N5 0.995
18 H 0.778 2.091 -1.193  C9 1.111

Summary:
Molar mass in u: 165.27
F_max in eV/Å: 2.70
Total charge: +1
SMILES string: NC1=C[C@@H](S)N[N@@H+](S)N1
Energy relative to the best compared isomer or geometry (same formula, charge and spin) in kcal/mol: 60.08
Total energy in hartree: -1134.7033
Highest occupied orbital energy in eV: -12.26